[1]
Computed, not measured: a structure of composition C41H51BN6O2S2Si4Ti at a distorted geometry, with ωB97M-V/def2-TZVPD.

Last column: Mulliken charge in e.
Positions of all 108 atoms, in Å:
1 Ti -0.699 1.261 -0.013  -2.55
2 C -2.361 -2.793 1.263  -0.53
3 C -2.056 -1.763 0.194  0.08
4 N -1.457 -0.534 0.738  1.52
5 C -2.048 -0.184 1.952  -0.20
6 C -2.378 -1.101 2.961  1.94
7 C -2.412 -2.502 2.560  -1.99
8 C -2.851 -0.647 4.190  -0.81
9 C -3.080 0.706 4.409  -1.20
10 C -2.918 1.610 3.363  -0.52
11 C -2.457 1.155 2.132  -0.41
12 N -2.371 1.868 0.940  1.36
13 C -3.396 2.472 0.313  -0.18
14 C -4.441 3.219 0.845  -0.47
15 C -5.420 3.781 0.013  -0.81
16 C -5.423 3.602 -1.346  -0.97
17 C -4.412 2.801 -1.932  1.39
18 C -4.386 2.450 -3.299  -1.11
19 C -3.424 1.594 -3.762  -1.31
20 C -2.448 1.114 -2.872  -0.08
21 N -2.414 1.450 -1.598  0.97
22 C -3.399 2.262 -1.113  -0.05
23 H -2.550 -3.814 0.947  0.53
24 H -3.033 -1.505 -0.271  0.00
25 H -2.614 -3.269 3.302  0.31
26 H -3.070 -1.372 4.967  0.34
27 H -3.425 1.050 5.377  0.35
28 H -3.132 2.662 3.496  0.45
29 H -4.482 3.393 1.911  0.25
30 H -6.198 4.382 0.472  0.37
31 H -6.189 4.039 -1.975  0.38
32 H -5.147 2.851 -3.961  0.39
33 H -3.389 1.284 -4.798  0.50
34 H -1.659 0.467 -3.226  0.39
35 C 4.914 0.873 2.055  -0.41
36 S 4.521 0.768 0.295  -0.26
37 C 2.750 0.774 0.385  0.29
38 S 1.820 -0.380 -0.564  -0.90
39 N 2.193 1.690 1.077  -1.62
40 N 0.856 1.716 1.163  2.59
41 C 0.394 2.815 1.942  -1.45
42 C -0.317 3.775 1.289  1.14
43 C -0.858 4.980 1.873  -1.68
44 C -1.442 5.912 1.077  -0.11
45 C -1.569 5.695 -0.320  -1.40
46 C -1.167 4.463 -0.793  0.12
47 N -0.607 3.517 -0.052  0.38
48 H 4.553 1.813 2.467  0.28
49 H 5.998 0.815 2.158  0.35
50 H 4.456 0.040 2.586  -0.26
51 H 0.846 2.941 2.920  0.24
52 H -0.772 5.124 2.944  0.45
53 H -1.826 6.827 1.517  0.35
54 H -2.032 6.416 -0.977  0.37
55 H -1.328 4.200 -1.837  0.42
56 O 1.474 2.713 -1.983  -0.27
57 B 0.509 1.679 -1.908  1.69
58 O 0.501 1.041 -3.193  -0.22
59 C 1.476 1.616 -3.936  0.51
60 C 1.885 1.316 -5.216  -1.12
61 C 2.925 2.083 -5.746  -0.68
62 C 3.518 3.100 -5.008  -0.48
63 C 3.097 3.395 -3.709  -1.19
64 C 2.070 2.634 -3.197  0.64
65 H 1.423 0.513 -5.774  0.54
66 H 3.282 1.873 -6.747  0.39
67 H 4.328 3.671 -5.445  0.37
68 H 3.554 4.175 -3.118  0.52
69 C 3.244 -5.281 0.491  -1.36
70 Si 3.306 -3.487 -0.172  0.87
71 C 5.076 -2.886 0.170  -0.99
72 C 3.236 -3.641 -2.065  -1.23
73 Si 1.409 -2.306 0.551  -0.06
74 Si -1.316 -2.860 -1.218  0.63
75 C -0.673 -4.594 -0.777  -1.24
76 C -2.966 -3.313 -2.086  -1.57
77 C -0.342 -2.076 -2.621  -0.60
78 Si 1.842 -2.137 2.863  1.01
79 C 3.589 -2.609 3.477  -1.27
80 C 1.360 -0.526 3.716  -0.54
81 C 0.810 -3.515 3.670  -1.17
82 H 3.592 -5.985 -0.270  0.44
83 H 2.233 -5.575 0.778  0.30
84 H 3.887 -5.395 1.366  0.36
85 H 5.794 -3.502 -0.384  0.41
86 H 5.324 -2.947 1.230  0.29
87 H 5.192 -1.849 -0.147  0.08
88 H 4.145 -4.126 -2.437  0.43
89 H 3.154 -2.658 -2.532  0.21
90 H 2.380 -4.237 -2.387  0.29
91 H -0.589 -4.732 0.299  0.38
92 H 0.324 -4.737 -1.190  0.16
93 H -1.336 -5.365 -1.184  0.51
94 H -3.660 -3.817 -1.407  0.35
95 H -2.775 -3.990 -2.925  0.34
96 H -3.468 -2.424 -2.476  0.32
97 H 0.338 -1.278 -2.340  -0.25
98 H -1.023 -1.694 -3.385  0.30
99 H 0.260 -2.861 -3.088  0.54
100 H 4.386 -1.937 3.161  0.19
101 H 3.845 -3.613 3.131  0.29
102 H 3.578 -2.627 4.573  0.39
103 H 1.650 0.357 3.153  -0.10
104 H 1.831 -0.481 4.704  0.51
105 H 0.276 -0.490 3.849  0.11
106 H 0.871 -4.448 3.104  0.24
107 H -0.240 -3.223 3.715  0.08
108 H 1.163 -3.710 4.688  0.44

- HOMO (eV) = -0.7
- total charge = -2
- Kohn-Sham gap (eV) = 4.89
- LUMO energy (eV) = 4.19
- relative energy (zero: lowest compared OMol25 entry of this formula, charge and spin) (kcal/mol) = 54.0

[2]
Computed, not measured: a structure of composition C41H51Br21N4O4S2 at a distorted geometry, with ωB97M-V/def2-TZVPD.

Last column: Mulliken charge in e.
Positions of all 123 atoms, in Å:
1 C -5.746 4.111 0.727  -0.74
2 C -5.476 3.074 1.823  0.14
3 C -4.352 2.038 1.529  -1.45
4 C -3.812 1.983 0.093  0.67
5 C -2.530 2.749 -0.236  0.26
6 C -2.027 3.876 0.417  0.47
7 N -2.758 4.435 1.544  -0.42
8 C -2.275 4.208 2.636  0.54
9 O -1.771 3.842 3.621  -0.50
10 C -0.855 4.543 0.018  0.78
11 C -0.333 5.770 0.739  -1.48
12 C 0.629 5.414 1.915  -0.55
13 N 1.340 4.143 1.699  -0.47
14 C -0.158 4.066 -1.076  -0.66
15 C -0.619 2.951 -1.743  0.13
16 C -1.773 2.299 -1.339  0.32
17 C -2.163 1.110 -2.178  -0.47
18 O -3.304 0.838 -2.467  -0.61
19 C -1.002 0.279 -2.687  0.39
20 C -1.085 -1.109 -2.738  0.46
21 C -2.266 -1.923 -2.275  -1.28
22 C -2.426 -1.966 -0.745  0.06
23 C -1.154 -2.421 -0.012  -0.52
24 S -1.169 -4.255 0.021  -0.22
25 C 0.386 -4.634 0.835  0.23
26 S 1.302 -5.821 0.200  -0.13
27 N 0.679 -3.865 1.952  0.12
28 C -0.401 -3.905 2.962  -0.58
29 C -0.810 -5.330 3.372  -1.04
30 C 1.983 -4.174 2.550  -0.63
31 C 3.168 -3.604 1.740  -0.99
32 C 0.032 -1.786 -3.225  0.57
33 C 1.185 -1.124 -3.637  0.56
34 C 2.350 -2.005 -4.093  -0.64
35 C 3.415 -2.048 -2.982  -0.38
36 N 2.988 -2.948 -1.888  -0.50
37 C 1.272 0.276 -3.597  -0.08
38 C 2.521 0.995 -4.037  -0.13
39 C 2.571 1.029 -5.598  0.22
40 C 3.686 1.884 -6.177  -0.91
41 O 2.225 2.233 -6.198  -0.48
42 C 0.150 0.951 -3.103  1.02
43 C 0.122 2.448 -2.954  -0.54
44 O 0.640 3.208 -3.733  -0.60
45 H -6.133 3.588 -0.153  0.14
46 H -4.861 4.648 0.390  0.15
47 H -6.519 4.811 1.045  0.28
48 H -5.205 3.633 2.728  0.10
49 H -6.422 2.583 2.073  0.19
50 H -4.774 1.052 1.750  0.45
51 H -3.549 2.164 2.255  0.48
52 H -4.561 2.234 -0.659  0.52
53 H -3.580 0.937 -0.107  -0.99
54 H 0.198 6.397 0.024  0.56
55 H -1.178 6.296 1.186  0.35
56 H 0.096 5.398 2.869  0.24
57 H 1.388 6.194 2.008  0.43
58 H 0.885 3.394 2.208  0.19
59 H 2.274 4.214 2.082  0.23
60 H 0.728 4.594 -1.407  0.65
61 H -2.269 -2.932 -2.693  0.46
62 H -3.173 -1.452 -2.661  0.54
63 H -3.209 -2.700 -0.524  0.65
64 H -2.750 -1.008 -0.332  -0.86
65 H -0.230 -2.032 -0.437  0.11
66 H -1.222 -2.099 1.029  0.65
67 H -1.293 -3.376 2.626  0.20
68 H -0.068 -3.387 3.864  0.58
69 H -1.240 -5.354 4.377  0.46
70 H 0.043 -6.015 3.389  0.08
71 H -1.553 -5.755 2.694  0.32
72 H 2.005 -3.675 3.524  0.42
73 H 2.123 -5.243 2.748  0.39
74 H 3.807 -4.407 1.379  0.38
75 H 3.753 -2.924 2.362  0.34
76 H 2.782 -3.018 0.905  -0.07
77 H -0.001 -2.880 -3.264  -1.33
78 H 1.977 -3.021 -4.224  -0.09
79 H 2.745 -1.686 -5.058  0.36
80 H 4.409 -2.328 -3.337  0.56
81 H 3.485 -1.039 -2.557  0.42
82 H 3.653 -2.821 -1.130  0.22
83 H 2.126 -2.559 -1.509  0.01
84 H 3.432 0.453 -3.806  -0.71
85 H 2.554 2.041 -3.751  0.78
86 H 2.333 0.109 -6.129  0.50
87 H 3.933 2.772 -5.612  0.42
88 H 4.066 1.655 -7.165  0.28
89 C 0.354 -6.436 -4.996  -0.43
90 Br -0.971 -6.578 -6.386  -0.04
91 Br 2.131 -6.257 -5.717  -0.04
92 Br -0.052 -5.004 -3.770  0.17
93 H 0.328 -7.358 -4.434  0.37
94 C -10.135 4.174 -0.736  -0.37
95 Br -9.248 5.813 -0.254  -0.02
96 Br -8.915 2.680 -0.804  -0.01
97 Br -11.635 3.811 0.415  -0.01
98 H -10.524 4.307 -1.735  0.39
99 C 6.919 1.937 -3.703  -0.11
100 Br 6.188 2.646 -2.072  0.01
101 Br 6.113 0.251 -4.174  0.01
102 Br 6.816 3.217 -5.140  -0.03
103 H 7.968 1.749 -3.528  0.11
104 C -8.678 3.801 4.905  -0.42
105 Br -8.520 3.440 3.021  0.11
106 Br -9.885 2.573 5.769  -0.03
107 Br -6.953 3.829 5.766  -0.05
108 H -9.101 4.789 5.008  0.38
109 C 10.074 4.903 -2.650  -0.28
110 Br 10.252 2.993 -2.448  -0.01
111 Br 8.755 5.631 -1.452  0.00
112 Br 11.773 5.787 -2.458  -0.03
113 H 9.729 5.088 -3.658  0.32
114 C 1.869 -5.963 5.826  0.99
115 Br 0.988 -7.602 5.345  -0.02
116 Br 1.197 -5.255 7.488  -0.03
117 Br 3.785 -6.160 5.843  -0.02
118 H 1.634 -5.240 5.057  -0.90
119 C 5.034 -6.296 10.111  -0.28
120 Br 4.976 -6.203 12.033  -0.03
121 Br 3.866 -7.669 9.430  -0.02
122 Br 4.680 -4.581 9.304  -0.03
123 H 6.042 -6.572 9.836  0.35

- HOMO (eV) = -8.3
- total charge = 0
- Kohn-Sham gap (eV) = 7.94
- LUMO energy (eV) = -0.39

[3]
Computed, not measured: a structure of composition C41H51N10OP2PdS2Se2, with ωB97M-V/def2-TZVPD.

Last column: Mulliken charge in e.
Positions of all 110 atoms, in Å:
1 Pd 0.619 1.136 1.855  1.24
2 Se -3.857 0.376 -3.264  -0.34
3 P -1.837 -0.175 -3.451  1.17
4 C -1.519 -1.941 -3.693  0.71
5 C -2.574 -2.824 -3.875  -1.25
6 C -2.319 -4.170 -4.103  -0.60
7 C -1.012 -4.627 -4.169  -0.70
8 C 0.047 -3.741 -4.007  -0.64
9 C -0.205 -2.403 -3.761  -0.23
10 C -1.045 0.631 -4.874  0.74
11 C -1.057 2.023 -4.955  -0.37
12 C -0.554 2.663 -6.072  -0.77
13 C -0.052 1.922 -7.136  -0.56
14 C -0.066 0.540 -7.077  -0.72
15 C -0.562 -0.106 -5.951  -0.44
16 C -0.861 0.313 -1.993  -0.42
17 C -0.850 -0.025 -0.635  -0.17
18 N -0.044 0.897 -0.049  1.04
19 N 0.408 1.730 -0.966  -0.93
20 N -0.062 1.393 -2.138  -0.29
21 P -1.532 -1.387 0.329  0.93
22 Se -1.419 -1.037 2.417  -0.24
23 C -0.577 -2.868 -0.069  0.68
24 C -1.006 -4.088 0.460  -0.49
25 C -0.225 -5.219 0.313  -0.87
26 C 1.001 -5.136 -0.340  -0.71
27 C 1.435 -3.925 -0.850  -1.33
28 C 0.644 -2.791 -0.723  -0.14
29 C -3.226 -1.650 -0.213  0.04
30 C -4.177 -0.706 0.164  0.24
31 C -5.498 -0.870 -0.204  -0.35
32 C -5.881 -1.983 -0.943  -0.77
33 C -4.937 -2.926 -1.315  -0.71
34 C -3.607 -2.760 -0.956  -0.50
35 H -3.588 -2.442 -3.843  0.51
36 H -3.142 -4.859 -4.242  0.45
37 H -0.814 -5.675 -4.354  0.42
38 H 1.067 -4.098 -4.068  0.49
39 H 0.620 -1.710 -3.633  0.51
40 H -1.475 2.604 -4.149  0.16
41 H -0.564 3.744 -6.121  0.42
42 H 0.333 2.424 -8.013  0.39
43 H 0.302 -0.046 -7.909  0.43
44 H -0.580 -1.187 -5.933  0.29
45 H -1.941 -4.143 1.005  0.54
46 H -0.562 -6.163 0.718  0.45
47 H 1.616 -6.020 -0.445  0.47
48 H 2.389 -3.859 -1.357  0.59
49 H 0.985 -1.845 -1.121  0.66
50 H -3.867 0.155 0.743  -0.18
51 H -6.237 -0.129 0.076  0.46
52 H -6.915 -2.111 -1.232  0.39
53 H -5.232 -3.793 -1.892  0.48
54 H -2.873 -3.494 -1.260  0.45
55 C 4.840 2.226 4.943  -0.82
56 N 3.434 1.837 4.973  0.23
57 C 2.821 1.475 6.123  -0.19
58 C 1.517 1.150 6.149  -1.26
59 C 0.807 1.179 4.910  0.89
60 N 1.426 1.468 3.762  0.54
61 C 2.739 1.894 3.762  -0.21
62 O 3.305 2.293 2.766  -0.52
63 N -0.490 0.897 4.889  -0.03
64 H 5.220 2.238 5.961  0.35
65 H 4.943 3.212 4.497  0.29
66 H 5.411 1.514 4.349  0.18
67 H 3.438 1.473 7.011  0.36
68 H 1.019 0.879 7.066  0.44
69 H -0.982 0.694 5.741  0.24
70 H -1.002 1.029 4.028  -0.46
71 C 4.248 -1.808 3.313  -1.07
72 N 4.641 -1.003 2.164  0.45
73 C 5.916 -1.400 1.570  -1.29
74 C 3.739 -0.280 1.460  0.26
75 S 2.080 -0.708 1.630  -0.36
76 N 4.199 0.653 0.631  0.34
77 C 3.324 1.293 -0.340  -1.16
78 C 5.440 1.377 0.885  -1.22
79 H 5.132 -1.951 3.935  0.39
80 H 3.865 -2.786 3.011  0.34
81 H 3.478 -1.300 3.887  0.29
82 H 5.982 -2.489 1.586  0.40
83 H 6.765 -0.994 2.123  0.36
84 H 5.971 -1.068 0.537  0.40
85 H 2.636 0.564 -0.755  0.14
86 H 3.943 1.698 -1.139  0.41
87 H 2.751 2.095 0.126  0.38
88 H 5.845 1.101 1.854  0.33
89 H 5.208 2.440 0.901  0.44
90 H 6.182 1.182 0.109  0.35
91 C -4.904 1.580 3.201  -1.36
92 C -3.456 2.020 3.097  0.26
93 N -3.229 2.664 1.801  -0.20
94 C -2.088 3.214 1.385  0.31
95 S -0.627 3.082 2.334  -0.41
96 N -2.136 4.031 0.346  -0.20
97 C -1.023 4.619 -0.404  -0.17
98 C -1.316 4.506 -1.887  -1.10
99 H -5.074 1.120 4.173  0.44
100 H -5.152 0.841 2.439  0.13
101 H -5.588 2.426 3.111  0.41
102 H -2.800 1.153 3.161  -0.46
103 H -3.207 2.725 3.892  0.59
104 H -4.061 2.862 1.261  0.29
105 H -3.051 4.248 -0.028  0.27
106 H -0.115 4.098 -0.118  0.03
107 H -0.924 5.668 -0.116  0.36
108 H -1.526 3.475 -2.161  0.14
109 H -0.456 4.845 -2.465  0.40
110 H -2.173 5.126 -2.165  0.43

- HOMO (alpha / beta) (eV) = -9.4 / -9.4
- total charge = +1
- Kohn-Sham gap (alpha / beta) (eV) = 6.91 / 6.91
- LUMO energy (alpha / beta) (eV) = -2.52 / -2.52
- relative energy (zero: lowest compared OMol25 entry of this formula, charge and spin) (kcal/mol) = 2.3

[4]
Computed, not measured: a structure of composition C41H52CrN5O2SSi2Te at a distorted geometry, with ωB97M-V/def2-TZVPD.

Last column: Mulliken spin population.
Positions of all 105 atoms, in Å:
1 Cr 0.728 2.447 0.372  3.37
2 C 2.867 3.057 3.951  0.00
3 C 2.677 2.706 2.499  0.02
4 O 1.423 2.662 2.110  -0.04
5 C 3.815 2.501 1.755  0.01
6 C 3.792 2.084 0.408  0.05
7 C 5.059 1.676 -0.293  0.00
8 N 2.637 2.003 -0.285  -0.04
9 N 2.733 1.515 -1.529  -0.04
10 C 1.579 1.528 -2.169  0.03
11 O 0.474 1.928 -1.667  -0.06
12 C 1.567 1.120 -3.578  0.01
13 C 2.738 0.536 -4.118  0.00
14 C 2.719 0.051 -5.403  0.00
15 C 1.594 0.200 -6.188  0.00
16 C 0.458 0.839 -5.697  0.00
17 C 0.452 1.292 -4.391  0.00
18 H 2.106 3.737 4.344  0.00
19 H 3.830 3.558 4.103  0.00
20 H 2.889 2.180 4.592  0.00
21 H 4.781 2.543 2.249  0.00
22 H 5.767 2.494 -0.255  0.00
23 H 4.832 1.412 -1.305  0.00
24 H 5.538 0.826 0.219  0.00
25 H 3.661 0.472 -3.572  0.00
26 H 3.586 -0.434 -5.847  0.00
27 H 1.612 -0.156 -7.216  0.00
28 H -0.398 0.926 -6.337  0.00
29 H -0.455 1.711 -3.969  0.00
30 C -0.020 6.466 -1.466  0.05
31 C -1.334 6.650 -1.152  -0.02
32 C -1.914 5.750 -0.255  0.04
33 C -1.270 4.586 0.188  -0.12
34 C 0.064 4.414 -0.193  -0.19
35 C 0.673 5.333 -0.999  -0.04
36 C -2.003 3.570 0.954  0.37
37 C -3.321 3.803 1.411  -0.10
38 C -4.035 2.781 1.980  0.35
39 C -3.380 1.569 2.317  -0.05
40 C -4.053 0.530 2.977  0.10
41 C -3.413 -0.667 3.275  0.00
42 C -2.091 -0.867 2.844  0.01
43 C -1.411 0.138 2.166  0.04
44 C -2.005 1.382 1.849  -0.01
45 N -1.340 2.407 1.181  0.15
46 H 0.520 7.127 -2.135  0.01
47 H -1.871 7.475 -1.549  0.00
48 H -2.895 6.020 0.204  0.00
49 H 1.726 5.224 -1.268  0.00
50 H -3.789 4.779 1.315  -0.01
51 H -5.099 2.920 2.211  0.03
52 H -5.096 0.689 3.340  -0.01
53 H -3.920 -1.417 3.848  0.01
54 H -1.606 -1.786 3.083  0.03
55 H -0.355 0.010 1.914  0.02
56 C 2.463 -5.086 4.695  0.00
57 C 1.991 -3.669 4.595  0.00
58 C 1.365 -2.922 5.578  0.00
59 C 0.988 -1.618 5.288  0.00
60 N 1.242 -1.025 4.102  0.00
61 C 1.891 -1.742 3.175  0.00
62 S 2.249 -1.158 1.579  0.01
63 N 2.314 -2.993 3.468  0.00
64 C 0.270 -0.756 6.283  0.00
65 H 1.964 -5.549 5.552  0.00
66 H 3.553 -5.175 4.837  0.00
67 H 2.212 -5.658 3.772  0.00
68 H 1.219 -3.325 6.573  0.00
69 H 2.800 -3.472 2.717  0.00
70 H 0.058 -1.310 7.203  0.00
71 H -0.702 -0.392 5.872  0.00
72 H 0.883 0.119 6.593  0.00
73 C 2.828 -2.873 -1.926  0.00
74 Si 1.334 -3.950 -2.418  0.00
75 C 1.629 -5.774 -1.960  0.00
76 C 0.941 -3.739 -4.263  0.00
77 C -0.187 -3.339 -1.456  0.00
78 Te -0.675 -1.233 -1.483  0.02
79 C -2.495 -1.180 -2.721  0.00
80 Si -4.235 -0.904 -1.996  -0.01
81 C -5.386 -1.419 -3.402  0.00
82 C -4.586 0.870 -1.401  0.01
83 C -4.501 -2.017 -0.461  -0.01
84 H 3.731 -3.215 -2.410  0.00
85 H 2.984 -2.915 -0.823  0.00
86 H 2.665 -1.842 -2.226  0.00
87 H 2.604 -6.054 -2.374  0.00
88 H 0.903 -6.427 -2.423  0.00
89 H 1.628 -5.966 -0.882  0.00
90 H 1.672 -4.307 -4.812  0.00
91 H 1.045 -2.681 -4.592  0.00
92 H -0.080 -4.039 -4.513  0.00
93 H -0.068 -3.601 -0.410  0.00
94 H -1.044 -3.902 -1.843  0.00
95 H -2.484 -2.098 -3.308  0.00
96 H -2.222 -0.357 -3.387  0.00
97 H -5.177 -0.916 -4.321  0.00
98 H -6.395 -1.104 -3.130  0.00
99 H -5.349 -2.499 -3.521  0.00
100 H -5.410 1.329 -1.921  0.00
101 H -3.695 1.495 -1.562  0.00
102 H -4.827 0.833 -0.349  0.00
103 H -4.303 -3.051 -0.706  0.00
104 H -5.545 -1.955 -0.126  0.00
105 H -3.883 -1.740 0.423  0.01

- HOMO (alpha / beta) (eV) = -1.4 / -4.4
- total charge = -1
- multiplicity = 5
- Kohn-Sham gap (alpha / beta) (eV) = 2.98 / 5.91
- LUMO energy (alpha / beta) (eV) = 1.54 / 1.54
- relative energy (zero: lowest compared OMol25 entry of this formula, charge and spin) (kcal/mol) = 0.0